[1]
{"formula": "C37H18F15O2Si", "method": "the ωB97M-V functional and the def2-TZVPD basis", "symbols": ["F", "C", "C", "F", "C", "F", "C", "Si", "C", "C", "F", "C", "F", "C", "F", "C", "F", "C", "F", "C", "C", "F", "C", "F", "C", "F", "C", "F", "C", "F", "O", "C", "C", "C", "C", "O", "C", "F", "C", "F", "H", "H", "H", "H", "H", "C", "C", "C", "C", "C", "C", "C", "C", "C", "C", "C", "C", "C", "C", "C", "H", "H", "H", "H", "H", "H", "H", "H", "H", "H", "H", "H", "H"], "coordinates": [[-4.540, -3.226, -4.519], [-4.197, -2.409, -3.508], [-4.390, -1.032, -3.625], [-4.971, -0.515, -4.726], [-4.025, -0.201, -2.573], [-4.339, 1.112, -2.700], [-3.442, -0.672, -1.395], [-2.953, 0.452, 0.003], [-2.794, 2.212, -0.597], [-3.398, 3.312, 0.015], [-4.355, 3.122, 0.961], [-3.082, 4.630, -0.311], [-3.731, 5.647, 0.283], [-2.086, 4.894, -1.249], [-1.676, 6.153, -1.476], [-1.516, 3.828, -1.939], [-0.498, 4.032, -2.800], [-1.978, 2.544, -1.681], [-1.573, 1.565, -2.521], [-4.201, 0.329, 1.396], [-5.556, 0.133, 1.111], [-5.951, 0.062, -0.189], [-6.554, 0.078, 2.081], [-7.842, -0.129, 1.737], [-6.211, 0.259, 3.420], [-7.160, 0.231, 4.375], [-4.872, 0.466, 3.754], [-4.530, 0.646, 5.046], [-3.901, 0.504, 2.751], [-2.625, 0.794, 3.113], [-1.360, -0.121, 0.536], [-0.189, 0.444, 0.500], [0.921, 0.303, 1.332], [1.610, 1.598, 1.319], [1.313, 2.038, -0.101], [0.061, 1.352, -0.436], [-3.330, -2.061, -1.294], [-2.910, -2.598, -0.118], [-3.683, -2.932, -2.323], [-3.549, -4.265, -2.172], [0.994, -0.481, 2.066], [1.146, 2.384, 1.954], [2.675, 1.547, 1.530], [1.172, 3.122, -0.243], [2.070, 1.698, -0.805], [4.697, 0.170, 0.616], [6.082, 0.082, 0.979], [6.807, 1.292, 1.154], [8.130, 1.279, 1.570], [8.787, 0.063, 1.796], [8.111, -1.141, 1.565], [6.781, -1.150, 1.147], [3.758, -0.867, 0.622], [2.688, -0.945, -0.273], [2.012, -2.161, -0.630], [1.096, -2.184, -1.720], [0.689, -3.398, -2.261], [1.154, -4.611, -1.721], [1.840, -4.588, -0.498], [2.284, -3.382, 0.039], [4.389, 1.148, 0.226], [6.280, 2.236, 0.993], [8.655, 2.221, 1.708], [9.820, 0.053, 2.139], [8.636, -2.086, 1.690], [6.246, -2.084, 0.959], [3.824, -1.602, 1.432], [2.539, -0.106, -0.969], [0.780, -1.229, -2.147], [0.045, -3.397, -3.137], [0.975, -5.550, -2.245], [2.059, -5.528, 0.007], [2.844, -3.383, 0.977]], "lowdin_charge": [0.14, -0.10, -0.11, 0.13, -0.19, 0.10, -0.08, 0.85, -0.07, -0.16, 0.10, -0.12, 0.13, -0.10, 0.14, -0.12, 0.12, -0.21, 0.10, -0.07, -0.17, 0.10, -0.11, 0.13, -0.09, 0.14, -0.11, 0.12, -0.18, 0.09, 0.02, -0.40, -0.03, -0.16, -0.10, -0.01, -0.18, 0.09, -0.12, 0.12, 0.12, 0.14, 0.10, 0.14, 0.11, 0.03, -0.21, -0.02, -0.06, -0.04, -0.05, 0.00, -0.08, 0.01, -0.21, 0.00, -0.06, -0.04, -0.05, 0.00, 0.12, 0.12, 0.12, 0.12, 0.11, 0.12, 0.13, 0.12, 0.12, 0.11, 0.12, 0.12, 0.11], "homo_lumo_gap_ev": 5.61, "homo_ev": -10.8, "lumo_ev": -5.178, "charge": 1}

[2]
{"formula": "C37H26BF4INPRe", "method": "the ωB97M-V functional and the def2-TZVPD basis", "symbols": ["Re", "I", "C", "C", "C", "C", "C", "C", "C", "C", "C", "P", "C", "C", "C", "C", "C", "C", "C", "C", "C", "C", "C", "C", "C", "H", "H", "H", "H", "H", "H", "H", "H", "H", "H", "H", "H", "H", "H", "H", "H", "C", "C", "C", "C", "C", "C", "C", "C", "C", "C", "C", "C", "C", "C", "C", "N", "H", "H", "H", "H", "H", "H", "H", "H", "H", "H", "F", "B", "F", "F", "F"], "coordinates": [[0.761, 0.519, -0.054], [-0.803, 1.522, -1.991], [-2.618, 1.658, -0.790], [-3.208, 2.895, -0.867], [-4.458, 3.116, -0.279], [-5.107, 2.076, 0.322], [-4.515, 0.800, 0.410], [-5.250, -0.252, 0.993], [-4.742, -1.520, 1.045], [-3.430, -1.741, 0.632], [-2.636, -0.721, 0.135], [-0.893, -1.277, 0.043], [-1.043, -2.570, -1.228], [-1.015, -3.924, -0.896], [-1.211, -4.876, -1.883], [-1.443, -4.492, -3.195], [-1.489, -3.145, -3.523], [-1.289, -2.187, -2.548], [-0.508, -2.005, 1.663], [0.610, -2.843, 1.760], [1.001, -3.324, 2.993], [0.330, -2.928, 4.142], [-0.766, -2.080, 4.053], [-1.182, -1.607, 2.821], [-3.191, 0.564, -0.101], [-2.730, 3.701, -1.406], [-4.904, 4.096, -0.337], [-6.098, 2.214, 0.726], [-6.232, -0.037, 1.388], [-5.327, -2.336, 1.438], [-3.014, -2.734, 0.737], [-0.857, -4.230, 0.128], [-1.193, -5.923, -1.625], [-1.591, -5.240, -3.960], [-1.684, -2.845, -4.540], [-1.334, -1.141, -2.814], [1.168, -3.109, 0.875], [1.842, -3.995, 3.057], [0.680, -3.254, 5.109], [-1.275, -1.754, 4.945], [-2.012, -0.917, 2.764], [3.463, -2.680, -1.422], [4.686, -2.067, -1.172], [4.734, -0.714, -0.886], [3.557, 0.027, -0.831], [2.300, -0.623, -0.917], [2.285, -1.969, -1.271], [3.517, 1.482, -0.750], [4.603, 2.288, -1.139], [4.424, 3.642, -1.251], [3.185, 4.216, -0.914], [2.935, 5.598, -1.029], [1.716, 6.118, -0.679], [0.724, 5.284, -0.148], [0.926, 3.931, -0.046], [2.143, 3.350, -0.457], [2.330, 2.007, -0.433], [3.432, -3.721, -1.702], [5.598, -2.640, -1.227], [5.683, -0.234, -0.702], [1.344, -2.470, -1.438], [5.545, 1.835, -1.398], [5.216, 4.272, -1.629], [3.733, 6.237, -1.378], [1.520, 7.172, -0.786], [-0.203, 5.717, 0.194], [0.171, 3.316, 0.418], [1.244, 2.525, 2.546], [0.597, 1.365, 2.691], [1.473, 0.325, 1.917], [-0.540, 1.353, 1.804], [0.318, 0.903, 3.893]], "lowdin_charge": [1.21, 1.29, -0.46, -0.13, -0.04, 0.01, -0.13, 0.01, -0.02, -0.07, -0.28, 0.95, -0.38, -0.08, -0.04, -0.04, -0.05, -0.11, -0.36, -0.10, -0.05, -0.03, -0.04, -0.08, -0.19, 0.10, 0.12, 0.13, 0.13, 0.12, 0.12, 0.11, 0.12, 0.12, 0.12, 0.03, 0.09, 0.12, 0.12, 0.12, 0.12, -0.02, 0.01, 0.01, -0.16, -0.20, -0.08, -0.19, 0.04, 0.05, -0.12, 0.01, -0.03, -0.03, -0.07, -0.21, -0.01, 0.12, 0.13, 0.13, 0.08, 0.12, 0.14, 0.13, 0.12, 0.12, 0.07, 0.24, -1.20, -0.06, 0.04, 0.28], "homo_lumo_gap_ev": [4.84, 5.60], "homo_ev": [-13.9, -13.9], "lumo_ev": [-9.030, -8.273], "charge": 2, "s_squared": 0.830, "spin_multiplicity": 2}

[3]
{"formula": "C37H26F6N5O8PSbW", "method": "the ωB97M-V functional and the def2-TZVPD basis", "symbols": ["W", "O", "C", "N", "C", "O", "C", "C", "C", "C", "C", "N", "C", "C", "C", "C", "C", "N", "H", "H", "H", "H", "H", "H", "H", "H", "F", "Sb", "F", "F", "F", "F", "F", "C", "C", "C", "C", "C", "C", "P", "C", "C", "C", "C", "C", "C", "C", "C", "C", "C", "C", "C", "H", "H", "H", "H", "H", "H", "H", "H", "H", "H", "H", "H", "H", "H", "H", "O", "C", "O", "C", "C", "C", "C", "C", "C", "N", "O", "O", "N", "O", "O", "H", "H", "H"], "coordinates": [[0.935, -0.705, -0.738], [1.104, 1.561, -4.076], [0.209, 1.061, -3.461], [0.352, -0.195, -2.764], [0.408, -1.203, -3.710], [0.247, -1.038, -4.896], [0.562, -2.582, -3.128], [0.822, -3.642, -3.981], [0.903, -4.924, -3.451], [0.677, -5.086, -2.093], [0.440, -3.966, -1.305], [0.393, -2.720, -1.794], [-1.165, 1.653, -3.416], [-1.529, 2.546, -4.420], [-2.798, 3.104, -4.360], [-3.666, 2.714, -3.355], [-3.217, 1.794, -2.410], [-1.990, 1.316, -2.431], [0.966, -3.433, -5.030], [1.139, -5.768, -4.085], [0.743, -6.054, -1.623], [0.327, -4.067, -0.231], [-0.826, 2.773, -5.207], [-3.106, 3.833, -5.095], [-4.667, 3.109, -3.295], [-3.866, 1.422, -1.630], [2.449, -1.286, -1.730], [3.733, -2.923, 0.131], [2.582, -4.236, 1.071], [2.662, -0.582, 1.487], [4.894, -4.441, -0.106], [2.279, 0.563, -0.492], [2.981, -3.665, -1.530], [-1.666, 3.428, 3.269], [-0.287, 3.325, 3.115], [0.242, 2.888, 1.918], [-0.615, 2.569, 0.856], [-1.999, 2.669, 1.016], [-2.519, 3.116, 2.215], [0.107, 1.988, -0.688], [-1.501, -1.084, -0.571], [-2.251, -1.609, -1.622], [-3.452, -2.271, -1.369], [-3.924, -2.380, -0.076], [-3.235, -1.792, 0.964], [-2.030, -1.132, 0.714], [1.466, 3.124, -1.080], [1.463, 4.431, -0.569], [2.532, 5.266, -0.842], [3.545, 4.878, -1.709], [3.534, 3.601, -2.251], [2.505, 2.733, -1.941], [-2.081, 3.728, 4.219], [0.377, 3.575, 3.932], [1.312, 2.790, 1.789], [-2.649, 2.429, 0.189], [-3.588, 3.217, 2.332], [-1.949, -1.534, -2.659], [-4.002, -2.693, -2.199], [-4.838, -2.922, 0.122], [-3.619, -1.817, 1.972], [-1.545, -0.646, 1.554], [0.657, 4.775, 0.063], [2.583, 6.229, -0.355], [4.332, 5.567, -1.976], [4.316, 3.280, -2.922], [2.540, 1.735, -2.364], [0.516, -0.017, 1.086], [1.239, -1.033, 1.561], [1.165, -2.025, 0.659], [1.000, -1.323, 3.029], [1.435, -0.387, 3.960], [1.170, -0.589, 5.304], [0.473, -1.702, 5.750], [-0.009, -2.580, 4.791], [0.257, -2.419, 3.436], [-0.886, -3.688, 5.201], [-0.948, -3.939, 6.368], [-1.495, -4.221, 4.305], [1.624, 0.432, 6.262], [1.673, 0.111, 7.413], [1.874, 1.512, 5.788], [1.992, 0.484, 3.653], [0.293, -1.857, 6.807], [-0.113, -3.148, 2.730]], "lowdin_charge": [1.96, 0.17, -0.47, -0.05, -0.46, 0.14, -0.20, 0.05, 0.02, 0.00, -0.10, -0.02, -0.23, 0.05, 0.00, 0.00, -0.12, 0.06, 0.14, 0.13, 0.13, 0.12, 0.14, 0.13, 0.12, 0.12, -0.41, 1.73, -0.47, -0.12, -0.48, -0.37, -0.44, -0.02, -0.03, -0.09, -0.40, -0.08, -0.04, 1.36, -0.10, -0.06, -0.01, 0.02, 0.01, -0.06, -0.34, -0.05, -0.03, 0.01, -0.01, -0.08, 0.12, 0.12, 0.12, 0.08, 0.12, 0.11, 0.13, 0.14, 0.13, 0.11, 0.11, 0.13, 0.13, 0.13, 0.09, -0.26, -0.72, -0.26, -0.08, 0.08, -0.09, 0.12, -0.09, 0.08, -0.36, 0.14, 0.09, -0.36, 0.14, 0.09, 0.13, 0.15, 0.13], "homo_lumo_gap_ev": [5.86, 5.12], "homo_ev": [-15.0, -15.0], "lumo_ev": [-9.116, -9.845], "charge": 2, "s_squared": 0.770, "e_above_lowest_kj_mol": 706.8, "spin_multiplicity": 2}